Entry i
A gas-phase ion, C4H10N (charge +1), computed with ωB97M-V/def2-TZVPD.

The multiplicity is 1. Its charge is +1. Its SMILES is CC/C=C/[NH3+]. The value obtained for the HOMO energy is -0.5467 Ha.

```
15
Properties=species:S:1:pos:R:3:nbo_charge:R:1
C -0.4818 -1.3791 -1.5195 -0.619
C 0.7401 -0.5833 -1.1483 -0.467
C 0.6767 0.0312 0.2184 -0.087
C -0.2834 0.8402 0.6098 -0.110
N -0.2501 1.3966 1.9849 -0.672
H -1.3808 -0.7982 -1.7224 0.211
H -0.8568 -2.0730 -0.7649 0.220
H -0.3551 -2.0154 -2.3978 0.244
H 1.0362 0.1433 -1.9051 0.249
H 1.6191 -1.2212 -1.1885 0.236
H 1.5293 -0.1320 0.8579 0.217
H -1.1046 1.1950 0.0052 0.240
H -0.1721 2.4095 1.9530 0.447
H -1.1492 1.2490 2.4642 0.444
H 0.4326 0.9374 2.5532 0.447
```

---

Entry ii
2 unconnected molecules or ions with the total composition C4H10N, computed with ωB97M-V/def2-TZVPD.

The multiplicity is 1. Its charge is +1. The value obtained for the HOMO energy is -0.5522 Ha.

```
15
Properties=species:S:1:pos:R:3:nbo_charge:R:1
C 0.1833 1.3320 0.4659 -0.382
C 0.4250 1.2677 -1.0180 -0.445
C 0.7583 -0.1677 -1.4742 -0.615
C -1.2559 -2.0565 1.6358 -0.130
N -0.6919 -1.0599 1.1081 -0.013
H -0.3292 2.2481 0.8092 0.245
H 0.9574 0.9778 1.1811 0.241
H -0.6357 0.3878 0.5587 0.269
H 1.2266 1.9906 -1.2244 0.275
H -0.4154 1.6723 -1.6082 0.242
H 0.0599 -0.8949 -1.0531 0.198
H 1.6971 -0.5795 -1.0639 0.223
H -0.6033 -2.9270 1.9215 0.350
H -2.1071 -1.9524 2.3262 0.299
H 0.7307 -0.2383 -2.5647 0.244
```

---

Entry iii
2 unconnected molecules or ions with the total composition C4H10N, computed with ωB97M-V/def2-TZVPD.

The multiplicity is 1. Its charge is +1. The value obtained for the HOMO energy is -0.4659 Ha.

```
15
Properties=species:S:1:pos:R:3:nbo_charge:R:1
C 2.8278 1.8661 -2.2987 -0.379
C 2.4315 2.1299 -1.0653 -0.408
H 3.8603 1.7663 -2.7046 0.220
H 2.0436 1.7048 -3.0613 0.194
H 2.9986 2.0602 -0.1020 0.204
H 1.3263 2.3305 -0.7847 0.170
C -1.8064 -2.1383 1.8780 -0.431
C -1.9848 -0.3072 0.3405 0.121
N -1.3003 -1.1975 0.9078 -0.370
H -1.0744 -1.8167 2.6270 0.251
H -1.6046 -3.1512 1.4979 0.254
H -2.8868 -2.1190 1.9443 0.251
H -3.0287 -0.3000 0.4488 0.222
H -1.5347 0.4022 -0.4244 0.251
H -0.2672 -1.2303 0.7965 0.450
```

---

The structure with the least stability is entry ii.

---

Entry i
A molecular structure, C4H10N, computed with ωB97M-V/def2-TZVPD.

The multiplicity is 1. Its charge is +1. The value obtained for the HOMO energy is -0.5324 Ha.

```
15
Properties=species:S:1:pos:R:3:nbo_charge:R:1
C -0.4582 -1.0098 -0.6109 -0.004
C 0.1812 -0.5706 0.6401 -0.574
C 1.6155 -0.1501 0.4281 -0.188
C 1.9307 1.1326 0.1345 -0.286
N -2.4793 0.5499 -0.3835 -0.819
H -0.6440 -2.0804 -0.6918 0.252
H -0.0825 -0.7013 -1.5156 0.233
H 0.1678 -1.3175 1.4241 0.272
H -0.3302 0.2651 1.1851 0.328
H 2.2210 -1.0531 0.3445 0.232
H 2.9403 1.3063 -0.2728 0.237
H 1.2198 1.9367 0.2153 0.215
H -3.3597 0.3494 0.0856 0.411
H -1.6733 -0.2786 -0.4980 0.280
H -2.6656 1.2895 -1.0460 0.412
```

---

Entry ii
A gas-phase ion, C4H10N (charge +1), computed with ωB97M-V/def2-TZVPD.

The multiplicity is 1. Its charge is +1. Its SMILES is C1CC[NH2+]C1. The value obtained for the HOMO energy is -0.5974 Ha.

```
15
Properties=species:S:1:pos:R:3:nbo_charge:R:1
C 1.0556 0.6147 -0.2702 -0.435
C 0.8201 -0.7818 -0.4596 -0.447
C -0.6772 -1.0691 -0.4803 -0.217
N -1.2081 0.1569 0.3170 -0.543
C -0.0010 1.0521 0.7954 -0.210
H 1.8941 0.9186 0.2859 0.256
H 1.1612 1.1638 -1.1435 0.240
H 1.3002 -1.0090 -1.3964 0.256
H 1.3322 -1.3773 0.2597 0.235
H -1.0086 -0.9547 -1.5058 0.233
H -0.9973 -2.0581 -0.1551 0.255
H -1.9267 0.7693 -0.0371 0.445
H -1.5920 -0.2791 1.2098 0.441
H -0.2639 2.1179 0.6216 0.247
H 0.1113 0.7358 1.9586 0.246
```

---

The structure with the least stability is entry i.

---

Entry i
A gas-phase ion, C4H10N (charge +1), computed with ωB97M-V/def2-TZVPD.

The multiplicity is 1. Its charge is +1. Its SMILES is C=[N+](C)CC. The value obtained for the HOMO energy is -0.6231 Ha.

```
15
Properties=species:S:1:pos:R:3:nbo_charge:R:1
C -1.1735 -0.5567 0.6517 0.112
N -0.1852 -0.5166 -0.1148 -0.198
C -0.3861 -1.0598 -1.4737 -0.432
C 0.9771 0.2539 0.1449 -0.233
C 0.6608 1.5131 0.9445 -0.625
H -1.0292 -0.2513 1.6872 0.232
H -2.0164 -1.1964 0.3352 0.232
H 0.4970 -1.3983 -1.8580 0.237
H -0.8972 -0.4886 -2.1976 0.256
H -1.1640 -1.8801 -1.4035 0.235
H 1.5880 -0.3252 0.7383 0.242
H 1.3214 0.4252 -0.9343 0.232
H -0.1391 2.0995 0.5309 0.231
H 0.4179 1.1981 1.9520 0.215
H 1.5287 2.1831 0.9971 0.265
```

---

Entry ii
2 unconnected molecules or ions with the total composition C4H10N, computed with ωB97M-V/def2-TZVPD.

The multiplicity is 1. Its charge is +1. The value obtained for the HOMO energy is -0.5012 Ha.

```
15
Properties=species:S:1:pos:R:3:nbo_charge:R:1
C 1.5243 -2.2411 0.8680 0.135
N 0.4475 -1.5194 0.8608 -0.577
H 1.3410 -3.3255 0.6367 0.258
H 2.3781 -1.6448 1.3048 0.258
H 0.6558 -0.5566 0.9890 0.448
H -0.4468 -1.7528 0.3735 0.456
C -1.6387 0.9164 -1.3301 -0.680
C -0.8042 1.5896 -0.1849 -0.118
C 0.5082 1.4131 -0.1284 -0.549
H -2.3497 1.7870 -1.6714 0.253
H -1.1222 0.6806 -2.2906 0.233
H -2.0736 -0.0716 -0.9118 0.212
H -1.2989 2.2785 0.4657 0.225
H 1.0765 1.9131 0.7552 0.212
H 1.1694 1.2603 -1.0243 0.233
```

---

Entry iii
2 unconnected molecules or ions with the total composition C4H10N, computed with ωB97M-V/def2-TZVPD.

The multiplicity is 1. Its charge is +1. The value obtained for the HOMO energy is -0.4494 Ha.

```
15
Properties=species:S:1:pos:R:3:nbo_charge:R:1
C 2.0001 1.2078 1.3792 0.183
N 1.1083 0.9106 2.2470 -0.575
H 2.2175 2.2486 1.1684 0.245
H 2.4215 0.3919 0.7997 0.238
H 0.6324 0.0051 2.2240 0.457
H 0.9599 1.5450 3.0121 0.449
C -0.8238 -1.7931 -0.9618 -0.649
C -0.8452 -0.4790 -1.6848 -0.158
C -1.5046 0.6213 -1.2801 -0.423
H -0.8421 -2.6316 -1.6623 0.234
H 0.0674 -1.9634 -0.3515 0.201
H -1.6785 -1.8470 -0.2805 0.216
H 0.0166 -0.2878 -2.3310 0.183
H -1.2002 1.6550 -1.3204 0.202
H -2.5294 0.4166 -0.9581 0.197
```

---

Entry iv
A gas-phase ion, C4H10N (charge +1), computed with ωB97M-V/def2-TZVPD.

The multiplicity is 1. Its charge is +1. Its SMILES is C=C[NH+](C)C. The value obtained for the HOMO energy is -0.5740 Ha.

```
15
Properties=species:S:1:pos:R:3:nbo_charge:R:1
C 2.1992 0.0842 -0.1464 -0.358
C 1.1309 -0.3252 0.4511 -0.066
N -0.1912 -0.0988 -0.2692 -0.373
C -1.2253 -1.1054 -0.0997 -0.433
C -0.5606 1.2806 0.1238 -0.426
H 3.2196 -0.0360 0.2069 0.266
H 2.1468 0.5119 -1.1977 0.210
H 1.0959 -0.6618 1.5578 0.265
H 0.1539 -0.0109 -1.2288 0.439
H -1.5705 -1.1007 0.9802 0.239
H -2.1001 -0.9816 -0.7272 0.252
H -0.9114 -2.0827 -0.3078 0.246
H -0.7009 1.2367 1.2916 0.251
H 0.2655 1.8914 -0.2271 0.236
H -1.4428 1.6771 -0.5228 0.251
```

---

The structure with the least stability is entry ii.

---

Entry i
C2H5NO2 in the gas phase, computed with ωB97M-V/def2-TZVPD.

The multiplicity is 1. Its SMILES is CN1O[C@@H]1O. The value obtained for the HOMO energy is -0.3696 Ha.

```
10
Properties=species:S:1:pos:R:3:nbo_charge:R:1
C 1.2620 0.1123 0.4324 -0.454
N 0.1360 0.1965 -0.4888 -0.212
O -0.2838 -1.1631 -0.7993 -0.391
C -1.1641 -0.3005 -0.0451 0.445
O -2.0733 0.4282 -0.7948 -0.697
H 1.9647 0.9163 0.1971 0.211
H 0.9561 0.2316 1.4752 0.193
H 1.8034 -0.8358 0.3531 0.223
H -1.3272 -0.5196 1.0046 0.178
H -1.2738 0.9340 -1.3344 0.503
```

---

Entry ii
C2H5NO2 in the gas phase, computed with ωB97M-V/def2-TZVPD.

The multiplicity is 1. Its SMILES is C=[N+]([O-])OC. The value obtained for the HOMO energy is -0.3408 Ha.

```
10
Properties=species:S:1:pos:R:3:nbo_charge:R:1
C 1.0066 0.4408 -1.6040 -0.183
N 0.8856 0.2682 -0.4012 0.323
O 1.7506 0.2694 0.5045 -0.484
O -0.2920 -0.5790 -0.1665 -0.417
C -1.1394 -0.3709 1.3013 -0.270
H 0.1290 0.4473 -2.2633 0.210
H 1.9690 0.6434 -2.1938 0.217
H -0.8206 0.2123 2.1604 0.215
H -2.1923 0.0328 1.0303 0.193
H -1.2965 -1.3644 1.6322 0.197
```

---

Entry iii
C2H5NO2 in the gas phase, computed with ωB97M-V/def2-TZVPD.

The multiplicity is 1. Its SMILES is NC(=O)CO. The value obtained for the HOMO energy is -0.3599 Ha.

```
10
Properties=species:S:1:pos:R:3:nbo_charge:R:1
N 1.4546 0.0386 0.2889 -0.832
C 0.3691 -0.6909 -0.1188 0.640
O 0.4140 -1.9017 -0.2364 -0.608
C -0.9778 0.0122 -0.3037 -0.168
O -1.0446 1.3675 0.0703 -0.710
H 2.2732 -0.5356 0.4339 0.398
H 1.6279 0.9720 -0.0538 0.403
H -1.2617 -0.0539 -1.3582 0.207
H -1.6939 -0.6085 0.2510 0.198
H -1.1608 1.4003 1.0269 0.473
```

---

The structure with the least stability is entry ii.